1.
34
Properties=species:S:1:pos:R:3:nbo_charge:R:1 method="wB97M-V/def2-TZVPD" e_lumo_ev="-14.26 / -15.56" total_charge=+3 e_homo_ha="-0.7657 / -0.7535" orbital_gap_ha="0.242 / 0.182" fmax_ev_per_a=9.39
H -0.18 -2.48 2.45 0.227
C -0.97 2.77 0.47 -0.655
C 1.19 -0.18 3.11 -0.081
O 2.63 0.05 -4.67 -0.233
O 0.54 0.99 0.10 -0.838
C -0.27 0.21 3.08 -0.656
O -0.12 3.40 -3.45 -0.207
H -1.07 3.68 1.08 0.302
H -0.42 1.29 2.96 0.235
P 1.96 0.05 0.42 1.949
H 1.01 2.54 1.33 0.243
H -1.40 2.97 -0.53 0.206
C 0.09 -2.11 0.32 -0.081
O 2.01 0.43 2.03 -0.666
H -0.82 -0.33 2.29 0.199
C 0.50 2.40 0.38 -0.107
H -0.73 -1.36 0.27 0.186
H 1.37 -1.27 3.07 0.235
C -3.39 -0.11 -5.32 0.425
O -0.27 -3.59 -3.31 -0.344
H -1.55 1.97 0.94 0.245
C 1.61 0.18 -4.14 0.457
C -0.43 -2.44 -3.24 0.469
H 0.80 -3.76 1.56 0.269
O -4.19 -0.21 -6.14 -0.412
O 1.38 -1.50 0.48 -0.734
Bi 0.14 0.34 -2.26 1.265
H -0.69 -0.08 4.06 0.304
C -0.47 2.30 -3.17 0.465
H -0.97 -3.69 1.35 0.283
H 1.66 0.26 4.01 0.267
C -0.07 -3.07 1.51 -0.633
H 0.08 -2.62 -0.66 0.207
H 1.04 2.98 -0.39 0.209

=====

2.
32
Properties=species:S:1:pos:R:3:nbo_charge:R:1 method="wB97M-V/def2-TZVPD" e_lumo_ev=3.12 total_charge=-1 e_homo_ha=-0.2530 relative_energy_kcal_mol=23.3 orbital_gap_ha=0.367 fmax_ev_per_a=2.24
H -5.55 4.02 -14.58 0.490
O -2.85 2.63 -14.56 -0.986
H -5.60 3.28 -12.42 0.485
H -5.69 3.84 -11.11 0.456
O -4.88 0.82 -16.05 -0.966
H -3.43 4.74 -17.08 0.470
H -8.15 4.72 -13.96 0.487
H -5.04 1.76 -15.90 0.490
O -6.16 3.33 -17.88 -0.986
H -5.72 0.37 -16.00 0.457
O -8.51 4.22 -13.19 -0.996
H -7.02 2.76 -15.24 0.481
H -2.31 2.75 -15.31 0.459
O -7.88 2.35 -15.35 -0.962
H -5.77 3.32 -17.00 0.496
O -5.06 6.75 -14.21 -0.974
O -3.77 5.15 -16.27 -0.987
H -4.58 1.43 -13.04 0.473
H -6.31 2.44 -18.23 0.470
H -4.25 4.42 -15.85 0.491
O -5.73 4.12 -12.01 -0.965
H -4.50 6.17 -14.77 0.482
H -6.76 4.57 -15.67 0.504
H -3.80 2.80 -14.84 0.490
H -7.73 1.44 -15.46 0.445
O -5.48 1.67 -13.22 -0.993
H -7.81 4.00 -12.59 0.479
H -5.94 6.37 -14.25 0.483
O -5.42 3.26 -15.21 -1.271
H -5.42 2.20 -14.05 0.492
H -7.94 5.58 -16.03 0.492
O -7.23 5.39 -15.42 -0.987

=====

3.
125
Properties=species:S:1:pos:R:3:lowdin_charge:R:1 method="wB97M-V/def2-TZVPD" e_lumo_ev=2.02 total_charge=-1 e_homo_ha=-0.1842 relative_energy_kcal_mol=20.0 orbital_gap_ha=0.258 fmax_ev_per_a=2.18
H 4.26 5.17 1.33 0.108
N 0.30 -2.32 -2.15 -0.160
H -6.48 -4.61 0.40 0.114
O 1.57 -0.67 -0.47 -0.143
C -0.84 -2.32 -2.80 -0.725
H -5.69 -1.72 3.72 0.096
H 1.03 -1.06 -1.18 -0.035
Bi -1.45 -0.95 0.61 1.534
H -1.84 1.26 3.01 0.056
C -2.83 -0.50 2.34 -0.301
C -3.40 -5.86 -1.95 -0.070
N -3.15 -2.73 0.76 -0.023
C 2.71 4.40 3.36 -0.508
C 6.26 2.02 -0.04 -0.048
C -2.95 3.68 -2.49 -0.163
H 1.25 5.82 2.58 0.081
H 4.37 3.53 4.48 0.080
C 4.76 0.01 -1.23 -0.078
H 1.20 2.95 -2.40 0.068
C 4.20 1.25 -0.98 -0.026
H 0.99 -6.95 0.07 0.112
H -5.45 -6.04 -1.36 0.105
S 1.60 -3.02 -2.77 0.584
H 0.72 3.53 3.51 0.070
C -1.21 2.90 0.80 -0.547
C -1.59 3.11 -2.03 -0.301
C 0.61 2.18 -2.91 -0.063
H 0.27 -9.03 -0.86 0.085
C -3.92 4.00 -1.36 -0.071
H -3.97 -1.73 -2.82 0.105
C -5.40 -3.10 1.44 0.008
H -1.31 -5.50 -2.29 0.088
C 0.54 0.03 3.21 -0.251
H 6.85 2.80 0.41 0.112
N 0.17 0.23 1.93 -0.110
H -1.14 -3.70 -0.66 0.036
H 2.17 6.40 3.96 0.087
O 2.74 -2.62 -1.97 -0.330
H 1.12 1.42 0.45 0.121
H 1.89 2.81 4.62 0.068
O -1.05 2.96 2.01 0.031
C 4.26 4.08 1.31 -0.104
C 1.08 1.05 1.45 -0.154
C 0.84 -7.45 -2.01 -0.338
C -0.77 2.71 -3.27 -0.171
H 4.95 4.37 -0.70 0.121
H 0.00 -0.60 3.89 0.091
C -4.45 -4.47 -0.28 -0.153
C -2.18 -5.20 -1.73 -0.050
H 3.69 4.99 5.18 0.085
H -3.45 -6.65 -2.68 0.100
C 0.92 -6.96 -3.32 -0.039
Cl 6.81 -1.74 -1.19 0.669
C 1.36 -4.77 -2.47 -0.291
C 3.96 4.50 4.24 -0.045
H -3.50 4.71 -0.66 0.075
H 3.34 3.66 -0.59 0.107
H 1.25 4.41 4.95 0.087
C 3.18 2.07 2.33 -0.019
C -2.09 -4.18 -0.82 -0.051
S -1.00 -2.89 -4.49 1.022
N -1.97 -1.93 -2.29 -0.037
N 1.96 1.32 2.40 -0.076
H -0.55 4.85 0.63 0.147
N -0.92 4.09 0.07 0.206
Br -0.35 -2.81 1.99 0.123
H 1.24 -5.22 -4.54 0.103
O -4.32 -0.13 -0.27 -0.079
N 0.62 -8.80 -1.78 0.092
C 1.18 -5.63 -3.54 -0.079
C -4.17 -2.41 1.54 -0.241
H 3.17 1.41 -1.24 0.103
C -2.66 0.58 3.18 -0.125
C 2.98 3.58 2.04 -0.420
H 0.76 -7.64 -4.15 0.107
C -5.54 -4.09 0.52 0.002
O 1.87 3.67 1.18 -0.018
C 1.31 -5.24 -1.17 -0.063
H -3.70 -0.03 -1.02 -0.014
H 7.87 0.60 -0.01 0.098
H 4.73 5.10 3.76 0.079
C 6.08 -0.21 -0.88 -0.670
H -0.67 3.59 -3.91 0.119
H -3.34 -2.71 -5.22 0.042
H -4.20 3.10 -0.82 0.072
H 5.13 3.73 1.86 0.116
C -1.87 1.86 -1.19 -0.482
C -4.63 0.00 4.40 -0.094
O -2.35 0.89 -1.76 -0.030
H 3.79 1.64 1.53 0.124
O -0.39 5.20 -1.80 0.078
H -4.83 4.43 -1.78 0.073
C -0.89 4.22 -1.28 -0.444
C 4.94 2.27 -0.38 -0.250
H 1.76 4.59 0.91 0.098
O 1.74 -2.81 -4.20 -0.365
H 4.17 -0.78 -1.68 0.085
C 1.04 -6.57 -0.94 -0.028
C 6.84 0.79 -0.28 -0.109
H 2.33 -1.27 -0.47 0.022
C 1.57 3.74 4.16 -0.039
H -3.41 1.70 4.84 0.101
H -1.32 1.94 -3.81 0.120
H 1.45 -4.56 -0.35 0.105
C 4.34 3.63 -0.16 -0.123
H -2.75 4.58 -3.07 0.121
C -3.96 -1.32 2.49 -0.215
H -6.23 -2.81 2.06 0.100
C -4.84 -1.07 3.55 -0.038
N 1.62 0.68 3.53 0.122
C 2.24 5.83 3.03 -0.043
C -4.51 -5.51 -1.23 -0.046
H 1.14 1.87 -3.81 0.081
C -3.00 -2.03 -3.16 -0.266
H -3.41 2.94 -3.15 0.122
C -2.70 -2.53 -4.38 -0.412
N -1.64 1.84 0.13 0.126
H -5.32 0.18 5.21 0.095
H 0.54 1.31 -2.26 0.066
H 0.15 -9.29 -2.53 0.083
H 2.93 6.36 2.38 0.077
C -3.55 0.84 4.20 -0.076
H -4.09 0.59 0.32 0.019
C -3.23 -3.76 -0.10 -0.213
H 3.69 1.93 3.29 0.132

=====

4.
40
Properties=species:S:1:pos:R:3:nbo_charge:R:1 method="wB97M-V/def2-TZVPD" e_lumo_ev=-7.18 total_charge=+1 e_homo_ha=-0.3597 relative_energy_kcal_mol=0.0 orbital_gap_ha=0.096 fmax_ev_per_a=1.89
H 1.85 -0.77 -1.05 0.263
C 0.67 -1.16 0.72 -0.555
H -5.01 -0.52 -0.53 0.226
H -4.72 -2.24 -0.30 0.229
H 1.69 3.82 0.35 0.295
H -5.45 -1.28 1.00 0.246
C -2.85 1.19 -1.12 -0.781
H -3.06 -1.75 1.48 0.195
Al -0.05 -3.94 1.21 0.950
N -1.34 3.81 -0.42 -0.375
H 0.05 -2.04 0.53 0.079
H 2.34 1.80 -1.66 0.378
O -2.32 -1.03 -0.26 -0.461
H 3.05 -0.64 1.71 0.198
P 2.60 -2.96 -0.21 0.468
O -0.98 -0.19 -1.75 -0.524
H -3.29 -0.03 1.30 0.204
H 0.15 -0.26 0.44 0.244
H 0.97 2.45 1.21 0.229
C 0.84 3.50 0.95 -0.727
H 3.78 -3.00 0.55 0.035
H 4.69 -1.19 -0.49 0.194
C -3.34 -0.98 0.77 -0.073
H 1.65 -3.65 0.65 -0.292
H -3.38 1.41 -0.20 0.244
H 5.09 0.04 0.69 0.232
H 2.60 0.65 0.66 0.215
Cl -1.63 -0.57 -3.64 0.077
H 0.80 4.09 1.86 0.262
C 4.35 -0.27 -0.02 -0.625
H 0.92 -1.10 1.77 0.222
C 1.98 -1.22 -0.08 -0.502
H 4.26 0.46 -0.81 0.256
C 3.00 -0.36 0.67 -0.395
H -2.20 2.05 -1.32 0.314
C -2.01 -0.03 -1.03 0.885
C -0.39 3.67 0.19 0.325
C -4.71 -1.27 0.20 -0.642
H -3.55 1.08 -1.94 0.287
O 2.92 2.46 -2.07 -0.798